[1]
Molecular formula: C54H101BrNO18PS
Method: DFT, ωB97M-V with the def2-TZVPD basis set

Values from the calculation:
HOMO (Eh): -0.331
Lowest unoccupied orbital energy (eV): -1.10
Largest force on an atom (eV/A): 2.146
Orbital gap (Eh): 0.29079
SMILES: CCC(=O)OCCc1c2c(c([PH2]=O)c(S)c1[C@H](Br)CC)C(=O)c1c(COO)cc(CCN)c(Cc3ccccc3)c1C2=O.CCO.CCO.CCO.CCO.CCO.CCO.CCO.CCO.CCO.CCO.CCO

Atoms and positions in Å:
C1 5.048 -1.005 0.571
C2 4.857 -0.538 2.048
C3 3.624 -1.267 2.580
O1 3.742 -2.125 3.427
O2 2.442 -0.902 1.998
C4 1.326 -1.046 2.873
C5 0.033 -1.135 1.999
C6 -0.790 0.145 2.009
C7 -0.897 0.943 0.890
C8 -1.686 2.086 0.919
C9 -2.341 2.420 2.086
P1 -3.380 3.934 2.240
O3 -4.779 3.563 2.597
C10 -2.226 1.626 3.224
S1 -3.104 2.192 4.696
C11 -1.460 0.455 3.200
C12 -1.338 -0.468 4.398
Br1 -3.096 -1.213 4.936
C13 -0.712 0.172 5.660
C14 -0.205 -0.967 6.590
C15 -1.761 2.932 -0.337
O4 -2.786 3.480 -0.705
C16 -0.469 3.009 -1.117
C17 -0.048 4.157 -1.761
C18 -0.846 5.456 -1.729
O5 -0.390 6.240 -0.632
O6 -1.455 6.424 0.295
C19 1.129 4.123 -2.475
C20 1.915 2.993 -2.574
C21 3.176 3.097 -3.419
C22 4.472 3.231 -2.604
N1 4.738 4.636 -2.257
C23 1.485 1.836 -1.910
C24 2.330 0.574 -2.034
C25 1.803 -0.376 -3.119
C26 0.559 -0.257 -3.710
C27 0.109 -1.157 -4.660
C28 0.908 -2.209 -5.054
C29 2.153 -2.331 -4.473
C30 2.597 -1.435 -3.538
C31 0.317 1.863 -1.179
C32 -0.200 0.658 -0.418
O7 -0.069 -0.451 -0.901
H1 4.359 -0.444 -0.065
H2 4.711 -2.045 0.498
H3 6.080 -0.916 0.233
H4 4.720 0.548 2.087
H5 5.697 -0.849 2.669
H6 1.356 -1.964 3.467
H7 1.216 -0.206 3.573
H8 -0.627 -1.930 2.355
H9 0.362 -1.451 1.010
H10 -3.388 4.714 1.072
H11 -2.780 4.700 3.274
H12 -2.047 2.653 5.407
H13 -0.739 -1.348 4.180
H14 0.110 0.848 5.383
H15 -1.435 0.730 6.252
H16 -1.084 -1.341 7.127
H17 0.487 -0.588 7.350
H18 0.264 -1.780 6.027
H19 -0.597 6.010 -2.647
H20 -1.922 5.293 -1.736
H21 -0.989 6.381 1.142
H22 1.418 5.045 -2.978
H23 3.235 2.179 -4.020
H24 3.166 3.950 -4.105
H25 4.540 2.548 -1.742
H26 5.294 2.942 -3.276
H27 4.000 5.006 -1.667
H28 5.637 4.732 -1.805
H29 3.338 0.895 -2.316
H30 2.446 0.050 -1.079
H31 -0.143 0.526 -3.435
H32 -0.876 -1.032 -5.099
H33 0.571 -2.930 -5.793
H34 2.775 -3.169 -4.779
H35 3.590 -1.530 -3.101
C33 -3.406 -3.379 -0.282
C34 -1.895 -3.275 -0.195
O8 -1.442 -3.612 1.118
H36 -3.873 -2.719 0.444
H37 -3.758 -3.112 -1.281
H38 -3.739 -4.394 -0.053
H39 -1.570 -2.257 -0.402
H40 -1.415 -3.943 -0.917
H41 -1.717 -4.516 1.301
C35 -7.888 -2.352 1.473
C36 -6.391 -2.299 1.233
O9 -5.751 -3.478 1.719
H42 -8.098 -2.463 2.537
H43 -8.375 -1.446 1.110
H44 -8.330 -3.214 0.965
H45 -5.950 -1.451 1.757
H46 -6.176 -2.194 0.163
H47 -6.129 -4.229 1.251
C37 -7.048 3.758 0.232
C38 -8.562 3.847 0.198
O10 -9.148 2.744 0.888
H48 -6.708 2.826 -0.224
H49 -6.599 4.598 -0.303
H50 -6.680 3.762 1.259
H51 -8.928 3.821 -0.828
H52 -8.903 4.779 0.662
H53 -8.833 2.773 1.797
C39 -3.315 1.950 -6.708
C40 -2.292 1.196 -5.879
O11 -1.549 2.059 -5.036
H54 -2.823 2.703 -7.326
H55 -3.871 1.271 -7.356
H56 -4.024 2.475 -6.063
H57 -1.574 0.690 -6.524
H58 -2.788 0.446 -5.251
H59 -2.166 2.506 -4.446
C41 5.637 7.328 -5.960
C42 5.611 8.168 -4.697
O12 4.392 7.974 -3.986
H60 4.799 7.586 -6.609
H61 6.568 7.475 -6.512
H62 5.538 6.269 -5.713
H63 5.686 9.228 -4.939
H64 6.447 7.904 -4.040
H65 4.336 7.037 -3.761
C43 4.625 -5.374 -2.052
C44 4.364 -3.947 -2.493
O13 5.229 -3.040 -1.808
H66 4.477 -5.474 -0.977
H67 3.961 -6.071 -2.566
H68 5.660 -5.660 -2.259
H69 3.340 -3.659 -2.265
H70 4.522 -3.836 -3.571
H71 6.135 -3.288 -2.018
C45 -9.943 1.917 5.003
C46 -11.446 2.121 4.950
O14 -11.768 3.484 4.688
H72 -9.499 2.545 5.775
H73 -9.697 0.874 5.211
H74 -9.483 2.202 4.053
H75 -11.901 1.857 5.904
H76 -11.893 1.497 4.169
H77 -11.379 3.718 3.840
C47 5.086 -5.778 2.716
C48 5.149 -7.107 1.984
O15 5.981 -7.018 0.835
H78 4.706 -4.997 2.056
H79 4.440 -5.841 3.593
H80 6.083 -5.470 3.039
H81 4.156 -7.403 1.645
H82 5.538 -7.891 2.644
H83 6.862 -6.771 1.137
C49 0.804 4.117 -6.782
C50 1.884 5.162 -6.874
O16 3.141 4.515 -6.691
H84 0.853 3.626 -5.808
H85 -0.188 4.560 -6.900
H86 0.930 3.342 -7.542
H87 1.763 5.907 -6.087
H88 1.876 5.682 -7.837
H89 3.241 3.867 -7.395
C51 -2.358 -4.659 8.333
C52 -3.866 -4.492 8.320
O17 -4.225 -3.124 8.161
H90 -1.917 -4.074 9.141
H91 -2.079 -5.707 8.464
H92 -1.922 -4.298 7.397
H93 -4.297 -4.834 9.260
H94 -4.312 -5.074 7.506
H95 -3.854 -2.824 7.325
C53 9.821 -8.801 0.079
C54 9.731 -7.861 1.266
O18 8.536 -8.094 2.011
H96 8.957 -8.672 -0.574
H97 10.729 -8.618 -0.497
H98 9.822 -9.842 0.410
H99 9.709 -6.824 0.932
H100 10.593 -7.991 1.929
H101 8.555 -9.006 2.316

[2]
Molecular formula: C54H106N12O6
Method: DFT, ωB97M-V with the def2-TZVPD basis set

Values from the calculation:
HOMO (Eh): -0.294
Lowest unoccupied orbital energy (eV): 0.15
Largest force on an atom (eV/A): 6.461
Orbital gap (Eh): 0.29999
SMILES: c1cc[nH]c1.COCCNCCOC.COCCNCCOC.COCCNCCOC.CCCC#N.CCCC#N.CCCC#N.CCCC#N.CCCC#N.CCCC#N.CCCC#N.CCCC#N

Atoms and positions in Å:
C1 -2.588 -4.511 -8.253
C2 -2.232 -3.259 -8.752
C3 -1.932 -2.431 -7.680
N1 -2.081 -3.194 -6.557
C4 -2.583 -4.415 -6.876
H1 -2.894 -5.351 -8.859
H2 -2.205 -3.032 -9.808
H3 -1.630 -1.399 -7.575
H4 -2.002 -2.869 -5.604
H5 -2.804 -5.172 -6.139
C5 1.727 4.262 5.446
O1 0.818 3.340 6.009
C6 1.192 3.043 7.364
C7 0.159 2.270 8.080
N2 0.552 1.660 9.346
C8 -0.451 0.722 9.877
C9 -0.508 -0.705 9.215
O2 -1.661 -1.423 9.668
C10 -1.819 -2.721 9.092
H6 1.743 5.191 6.015
H7 1.378 4.479 4.436
H8 2.755 3.904 5.397
H9 1.593 3.842 7.987
H10 2.027 2.345 7.307
H11 -0.260 1.503 7.428
H12 -0.708 2.925 8.159
H13 0.671 2.424 9.996
H14 -1.420 1.220 9.845
H15 -0.215 0.542 10.926
H16 0.331 -1.281 9.607
H17 -0.488 -0.701 8.125
H18 -0.955 -3.317 9.385
H19 -1.887 -2.740 8.004
H20 -2.717 -3.202 9.480
C11 -3.288 5.570 -6.861
O3 -2.946 4.443 -6.120
C12 -1.514 4.288 -5.720
C13 -0.993 5.248 -4.597
N3 -1.016 6.681 -4.938
C14 -0.066 7.426 -4.063
C15 0.193 8.868 -4.455
O4 1.082 8.837 -5.511
C16 1.443 10.131 -6.026
H21 -2.591 5.839 -7.654
H22 -3.381 6.428 -6.195
H23 -4.274 5.378 -7.284
H24 -0.887 4.343 -6.610
H25 -1.385 3.310 -5.255
H26 0.033 4.951 -4.381
H27 -1.458 4.902 -3.674
H28 -0.802 6.731 -5.924
H29 0.889 6.942 -3.860
H30 -0.450 7.497 -3.045
H31 0.682 9.354 -3.610
H32 -0.784 9.295 -4.683
H33 1.894 10.792 -5.286
H34 0.577 10.552 -6.538
H35 2.277 9.931 -6.698
C17 2.553 -4.025 -1.562
O5 1.324 -3.413 -1.148
C18 0.170 -3.918 -1.772
C19 -1.001 -2.974 -1.303
N4 -0.996 -1.745 -2.136
C20 -1.812 -0.622 -1.563
C21 -1.119 -0.020 -0.377
O6 0.000 0.777 -0.786
C22 0.453 1.601 0.264
H36 2.411 -5.097 -1.699
H37 3.338 -3.912 -0.814
H38 2.945 -3.540 -2.456
H39 0.033 -4.974 -1.541
H40 0.211 -3.960 -2.861
H41 -0.793 -2.674 -0.276
H42 -1.960 -3.492 -1.334
H43 -0.027 -1.490 -2.016
H44 -2.750 -1.014 -1.168
H45 -2.042 0.195 -2.247
H46 -0.721 -0.683 0.392
H47 -1.853 0.655 0.063
H48 1.366 2.175 0.105
H49 0.578 0.916 1.103
H50 -0.352 2.316 0.432
C23 -5.258 -5.813 1.801
C24 -6.341 -5.468 2.836
C25 -5.876 -4.570 3.897
C26 -5.088 -3.389 3.489
N5 -4.507 -2.473 3.142
H51 -5.679 -6.254 0.898
H52 -4.499 -6.455 2.249
H53 -4.717 -4.899 1.557
H54 -6.686 -6.312 3.433
H55 -7.187 -4.917 2.423
H56 -5.150 -5.079 4.530
H57 -6.661 -4.135 4.515
C27 6.466 10.031 0.848
C28 6.332 9.860 -0.662
C29 6.181 8.397 -1.184
C30 5.031 7.718 -0.573
N6 4.140 7.185 -0.019
H58 6.462 11.113 0.982
H59 7.348 9.591 1.312
H60 5.540 9.705 1.322
H61 7.228 10.285 -1.116
H62 5.482 10.505 -0.885
H63 6.994 7.716 -0.934
H64 5.924 8.500 -2.238
C31 3.739 -11.523 2.370
C32 4.537 -10.354 1.783
C33 4.413 -8.989 2.468
C34 4.834 -8.979 3.873
N7 5.146 -8.993 4.978
H65 3.977 -11.689 3.421
H66 3.995 -12.437 1.834
H67 2.671 -11.307 2.370
H68 4.316 -10.249 0.720
H69 5.606 -10.563 1.792
H70 3.381 -8.662 2.342
H71 4.982 -8.259 1.893
C35 2.236 -3.985 6.051
C36 1.287 -3.478 4.912
C37 1.848 -3.536 3.513
C38 3.153 -2.816 3.272
N8 4.154 -2.279 3.153
H72 2.671 -4.961 5.836
H73 1.865 -4.170 7.059
H74 3.049 -3.279 6.224
H75 1.042 -2.455 5.201
H76 0.344 -4.024 4.943
H77 1.067 -3.095 2.894
H78 2.041 -4.526 3.100
C39 -5.064 4.668 4.760
C40 -3.781 4.642 3.958
C41 -2.816 5.816 4.255
C42 -3.378 7.173 4.075
N9 -3.795 8.260 4.062
H79 -5.593 3.753 4.496
H80 -5.654 5.556 4.535
H81 -4.939 4.683 5.842
H82 -4.024 4.652 2.896
H83 -3.306 3.683 4.165
H84 -2.026 5.823 3.504
H85 -2.415 5.673 5.259
C43 2.696 -6.356 -8.120
C44 1.701 -6.605 -6.961
C45 1.977 -7.840 -6.193
C46 3.239 -7.885 -5.514
N10 4.310 -7.886 -4.977
H86 2.726 -5.299 -8.383
H87 2.563 -6.950 -9.024
H88 3.734 -6.498 -7.819
H89 0.706 -6.719 -7.392
H90 1.600 -5.675 -6.402
H91 1.882 -8.677 -6.884
H92 1.282 -8.097 -5.393
C47 5.839 2.172 -0.760
C48 5.277 1.684 -2.111
C49 4.594 0.290 -2.082
C50 3.662 0.101 -3.209
N11 2.962 -0.037 -4.121
H93 4.989 2.191 -0.078
H94 6.340 3.131 -0.894
H95 6.626 1.566 -0.310
H96 6.090 1.679 -2.837
H97 4.527 2.364 -2.517
H98 4.010 0.179 -1.169
H99 5.249 -0.581 -2.063
C51 -7.362 0.419 -1.236
C52 -7.688 0.432 -2.725
C53 -6.741 -0.371 -3.670
C54 -6.642 -1.814 -3.314
N12 -6.489 -2.944 -3.000
H100 -7.048 -0.556 -0.863
H101 -8.122 0.924 -0.639
H102 -6.390 0.876 -1.053
H103 -7.725 1.477 -3.033
H104 -8.727 0.104 -2.769
H105 -5.770 0.119 -3.595
H106 -7.013 -0.313 -4.724

Energy above the lowest of the compared OMol25 structures with the same formula, charge and spin for the records above, in order: 0.00 1.51 kcal/mol
Calculated total energy for the records above, in order: -186142.50239 -87873.28670 eV